[1]
Entry from the Open Molecules 2025 dataset: a structure of composition C52H50Cl6O30 in a non-equilibrium geometry (ωB97M-V/def2-TZVPD).

Cartesian coordinates (Å):
C  -1.625  -2.332  4.170
C  -1.420  5.635  2.104
C  1.458  0.119  6.291
Cl  1.063  1.545  5.362
Cl  -1.501  -1.372  -0.212
C  -0.797  6.782  2.295
H  -3.169  -2.836  -3.794
O  4.056  3.118  0.027
Cl  1.940  -1.246  5.247
O  -4.510  0.487  5.135
H  1.151  -1.882  -5.118
C  4.324  3.017  3.623
H  1.189  3.486  -4.596
O  -2.886  4.615  -2.827
O  -2.009  -0.678  -4.580
C  4.974  -3.499  -1.226
H  -5.514  -5.226  1.334
C  -6.773  -2.933  1.703
H  0.484  3.510  3.864
H  1.809  -2.328  0.784
H  4.421  5.008  1.210
C  0.618  -2.740  -4.734
C  -2.458  -2.575  5.435
C  4.250  3.554  2.421
C  -1.933  -1.294  3.323
C  -3.665  -0.567  4.849
O  1.563  -2.371  -2.567
H  -7.541  -0.989  0.953
H  -4.489  1.125  4.418
C  0.759  -3.071  -3.449
H  -1.975  0.254  -4.807
Cl  0.134  -0.210  7.260
C  -2.946  -0.757  -3.679
O  1.051  7.853  3.405
H  4.535  -3.049  -3.328
H  -1.332  7.670  1.991
O  2.474  3.658  -2.442
C  -0.932  4.298  2.426
C  4.799  2.492  -4.427
C  0.542  3.619  -3.742
H  4.425  3.810  4.350
H  -1.506  -4.829  -6.855
C  -4.139  0.388  -1.934
O  -1.534  3.934  -5.063
C  3.125  0.692  -3.896
H  -8.051  -2.492  0.152
H  -4.290  1.288  -1.356
C  -0.985  4.411  -1.564
O  -1.627  -5.311  -6.033
C  -3.839  -3.909  1.934
H  -8.759  -1.994  1.708
H  -4.491  -4.539  0.071
O  -3.285  0.586  2.780
H  -1.579  4.917  -0.817
H  4.701  -4.804  -2.938
H  -1.219  -6.011  -3.520
C  4.001  0.402  -2.793
O  4.309  4.918  2.159
C  0.151  4.413  3.375
O  -5.510  -0.954  -0.472
H  2.274  6.364  4.650
O  -2.954  1.671  -3.480
C  5.151  1.086  -2.529
H  2.279  -3.031  2.366
H  -6.242  -2.447  2.521
C  0.823  5.525  3.683
H  5.504  -4.321  -0.745
O  4.345  -0.570  2.978
C  0.404  4.076  -1.299
C  -0.612  0.164  -0.216
C  -0.644  -5.149  -3.826
H  2.774  3.610  -1.532
O  -2.203  -3.474  6.214
O  5.147  3.597  -5.173
H  3.122  2.125  -5.524
H  -5.553  -1.887  -0.250
C  2.204  -3.207  1.293
H  -2.725  4.671  1.434
H  5.642  0.867  -1.592
O  -2.513  5.605  1.372
C  4.169  1.273  1.517
O  -1.396  3.189  2.073
Cl  0.167  0.269  -1.818
C  3.658  1.856  -4.625
C  -3.007  -0.294  3.590
C  0.123  -4.270  -2.803
C  0.445  6.827  3.106
O  -4.952  -3.194  -2.130
H  -7.164  -3.816  2.209
C  4.204  1.621  3.988
H  -0.489  -3.746  4.785
C  5.674  2.223  -3.287
H  4.300  -2.760  1.209
H  -3.233  -3.188  1.385
C  -0.192  -3.512  -5.736
H  -1.342  0.971  -0.170
O  2.020  5.462  4.439
H  1.472  -3.982  1.066
C  -3.531  -1.933  -3.326
H  -3.062  -4.642  2.155
C  -1.555  4.443  -2.752
C  -0.903  4.014  -3.989
O  3.605  -3.282  -0.709
C  5.025  -3.792  -2.698
H  3.863  -4.434  0.922
C  -3.364  -1.523  5.716
H  1.833  -2.973  -1.869
H  2.316  0.308  6.937
H  2.842  -1.056  -2.305
O  4.106  1.223  5.149
H  4.256  0.565  0.706
C  -4.762  -0.827  -1.569
O  6.764  2.791  -3.061
H  -3.256  4.063  -3.520
O  -0.271  -3.174  -6.901
C  3.592  -3.405  0.688
O  0.110  -4.477  -1.606
C  -7.846  -2.023  1.114
H  -4.068  -3.453  2.898
H  4.684  -0.678  3.870
H  5.404  -2.522  -1.006
O  0.902  4.080  -0.183
O  -5.838  -3.257  0.714
C  4.272  0.753  2.762
C  1.150  3.739  -2.557
H  -3.911  -1.529  6.647
C  -0.780  -4.720  -5.149
O  2.069  0.157  -4.250
H  5.891  4.095  -4.827
C  -3.324  0.576  -3.087
H  -1.221  -1.055  2.547
C  -4.955  -4.338  1.036
C  4.087  2.702  1.170
C  -4.488  -2.109  -2.327
H  6.031  -3.833  -3.116
Cl  0.533  0.291  1.194
O  3.647  -0.638  -1.990
O  -0.543  -3.136  4.045

The total charge is 0. The calculation puts the maximum force at 4.3 eV Å⁻¹. The electronic energy comes out at -191285.4613 eV.


[2]
Entry from the Open Molecules 2025 dataset: a cluster of 2 separate species, C2H3Cl2NS in total in a non-equilibrium geometry (ωB97M-V/def2-TZVPD).

Cartesian coordinates (Å):
C  0.008  -0.448  -0.408
C  -1.370  0.017  0.124
Cl  -1.954  1.763  -0.331
H  -0.080  -1.625  -1.352
H  3.320  0.844  0.845
S  2.722  -0.120  -0.336
Cl  -2.747  -1.149  -0.123
H  -1.008  0.264  1.223
N  1.109  0.453  0.359

The total charge is 0. The calculation puts the maximum force at 9.8 eV Å⁻¹. The electronic energy comes out at -39486.1112 eV.


Q: total charge of number 2 (C2H3Cl2NS)?
A: 0